# C6H10OS

A molecular structure, C6H10OS (ωB97M-V/def2-TZVPD, OMol25).

XYZ file:
```
18
Properties=species:S:1:pos:R:3
C 1.25 -1.22 1.00
C 0.62 -0.05 0.13
C -0.09 -0.80 -1.05
C -1.60 -0.64 -0.62
C -1.55 0.11 0.51
C -0.36 0.92 0.73
H 1.51 -2.29 0.23
H 0.20 -1.21 1.87
H 2.46 -0.70 1.43
H 1.49 1.61 -1.34
H 0.03 -0.51 -2.12
H 0.46 -1.71 -1.25
H -2.43 -0.95 -1.27
H -2.34 0.76 1.08
H 0.26 1.27 1.64
H -1.61 2.37 -0.57
O -0.54 2.25 -0.04
S 2.26 0.78 -0.34
```

Computed properties:
- LUMO level (eV) = 0.5455
- multiplicity = 1
- energy relative to the best compared isomer or geometry (same formula, charge and spin) (kJ/mol) = 720.06
- orbital gap (eV) = 9.3810

***

# C6H10OS2

A single C6H10OS2 molecule (ωB97M-V/def2-TZVPD, OMol25).

XYZ file:
```
19
Properties=species:S:1:pos:R:3
C 0.46 -0.66 0.01
C -0.40 0.51 0.53
C -0.02 -0.87 -1.36
C -1.26 0.83 -0.62
C 2.06 -0.46 -0.06
C -1.37 0.16 1.71
O 1.06 1.88 -1.76
S -1.86 -0.78 -1.32
S -0.07 1.01 -2.00
H 0.21 -1.47 0.70
H 0.26 1.32 0.93
H 0.43 -1.69 -1.96
H -2.04 1.54 -0.58
H 2.07 0.59 -0.47
H 2.51 -1.20 -0.69
H 2.60 -0.65 0.88
H -2.27 -0.47 1.32
H -1.49 1.00 2.30
H -0.87 -0.59 2.44
```

Computed properties:
- LUMO level (eV) = 0.5869
- multiplicity = 1
- energy relative to the best compared isomer or geometry (same formula, charge and spin) (kJ/mol) = 142.36
- orbital gap (eV) = 9.5214

***

# C6H10OSSi

2 unconnected molecules or ions with the total composition C6H10OSSi (ωB97M-V/def2-TZVPD, OMol25).

XYZ file:
```
19
Properties=species:S:1:pos:R:3
C 0.36 0.13 2.65
C -1.54 2.93 -1.01
C 1.02 -2.69 -1.92
C -0.92 0.09 2.25
C -1.18 2.47 0.12
C 0.07 -2.23 -1.10
O -3.03 -1.70 0.29
Si -1.60 0.72 0.58
S -2.97 -0.35 -0.43
H 0.83 -0.32 3.53
H 1.00 0.62 2.02
H -1.47 4.01 -1.26
H -1.81 2.25 -1.79
H 1.04 -3.67 -2.18
H 1.90 -2.11 -2.16
H -1.72 -0.42 2.81
H -0.63 3.11 0.90
H -0.65 -2.98 -0.76
H -0.05 -1.23 -0.67
```

Computed properties:
- LUMO level (spin up / spin down) (eV) = -0.8607 / -0.8604
- multiplicity = 1
- energy relative to the best compared isomer or geometry (same formula, charge and spin) (kJ/mol) = 448.67
- orbital gap (spin up / spin down) (eV) = 7.1317 / 7.1347

***

# C6H10OSe

A single C6H10OSe molecule (ωB97M-V/def2-TZVPD, OMol25).

XYZ file:
```
18
Properties=species:S:1:pos:R:3
C -1.52 2.54 0.34
O -0.49 1.96 -0.32
C -0.13 0.67 0.00
C -0.59 -0.43 -0.90
C -0.16 -1.78 -0.40
C 0.97 -2.09 0.11
C 2.07 -1.17 0.48
Se 1.85 0.73 0.07
H -1.61 3.54 0.05
H -1.33 2.86 1.39
H -2.43 1.93 0.12
H -0.35 0.35 1.04
H -0.26 -0.09 -1.85
H -1.77 -0.49 -1.00
H -0.89 -2.50 -0.68
H 1.06 -3.22 0.27
H 2.55 -1.26 1.46
H 3.02 -1.57 -0.19
```

Computed properties:
- LUMO level (eV) = 0.8255
- multiplicity = 1
- energy relative to the best compared isomer or geometry (same formula, charge and spin) (kJ/mol) = 126.15
- orbital gap (eV) = 9.0290

***

# C6H10OSi2

2 unconnected molecules or ions with the total composition C6H10OSi2 (ωB97M-V/def2-TZVPD, OMol25).

XYZ file:
```
19
Properties=species:S:1:pos:R:3
C -3.16 2.26 -1.63
C -2.43 1.50 -1.05
Si -1.21 0.39 -0.16
C -1.99 -1.22 0.44
C 0.17 0.27 -1.44
C 0.95 0.32 -2.36
H -3.85 2.78 -2.34
H -0.53 1.26 0.75
H -2.48 -1.67 -0.34
H -1.36 -1.96 0.89
H -2.73 -1.06 1.14
H 1.68 0.37 -3.17
C 2.60 0.33 1.49
Si 2.17 -1.45 1.18
O 1.03 -2.32 1.66
H 2.60 0.80 2.56
H 3.55 0.54 1.02
H 1.75 0.79 0.94
H 3.23 -1.95 0.45
```

Computed properties:
- LUMO level (eV) = 0.3453
- multiplicity = 1
- energy relative to the best compared isomer or geometry (same formula, charge and spin) (kJ/mol) = 403.34
- orbital gap (eV) = 10.6686

***

# C6H10S

A single C6H10S molecule (ωB97M-V/def2-TZVPD, OMol25).

XYZ file:
```
17
Properties=species:S:1:pos:R:3
C 2.54 -1.17 -1.04
C 1.31 -1.31 -1.47
C 0.16 -0.74 -0.85
C -1.17 -1.28 -1.28
C 0.21 0.25 0.11
S -1.17 0.96 0.88
C -0.42 1.98 2.24
H 2.83 -0.57 -0.11
H 3.28 -1.66 -1.55
H 1.16 -2.08 -2.22
H -1.63 -1.68 -0.33
H -1.05 -2.03 -2.16
H -1.89 -0.53 -1.62
H 1.22 0.53 0.37
H 0.21 1.33 2.74
H 0.04 2.71 1.60
H -1.19 2.29 2.90
```

Computed properties:
- LUMO level (eV) = 0.7800
- multiplicity = 1
- energy relative to the best compared isomer or geometry (same formula, charge and spin) (kJ/mol) = 215.64
- orbital gap (eV) = 8.2668

***

# C6H10S

A single C6H10S molecule (ωB97M-V/def2-TZVPD, OMol25).

XYZ file:
```
17
Properties=species:S:1:pos:R:3
C -1.90 0.60 0.42
C -1.23 0.54 -0.95
C 0.24 0.51 -0.80
C 1.18 1.39 -0.59
S 2.68 0.39 -0.29
C 1.33 -0.84 -0.42
C 1.07 -1.42 0.97
H -3.04 0.30 0.35
H -1.76 1.59 0.80
H -1.42 -0.12 1.17
H -1.53 1.40 -1.54
H -1.53 -0.31 -1.49
H 1.19 2.40 -0.59
H 1.59 -1.59 -1.09
H 1.96 -1.34 1.63
H 0.97 -2.55 0.92
H 0.19 -0.96 1.50
```

Computed properties:
- LUMO level (eV) = 1.0025
- multiplicity = 1
- energy relative to the best compared isomer or geometry (same formula, charge and spin) (kJ/mol) = 271.88
- orbital gap (eV) = 9.0718

***

# C6H10S2

A molecular structure, C6H10S2 (ωB97M-V/def2-TZVPD, OMol25).

XYZ file:
```
18
Properties=species:S:1:pos:R:3
C 2.14 1.45 -0.05
C 0.56 1.17 0.48
C -0.41 0.76 -0.71
C -2.22 -1.06 -0.22
C -0.99 -1.12 0.77
C 0.10 -0.27 0.13
H 1.87 1.43 -1.32
H 3.21 0.52 0.28
H 2.56 2.54 0.75
H 0.22 1.86 1.44
H 0.10 0.83 -1.61
H -3.08 -1.50 0.50
H -2.01 -1.38 -1.26
H -1.38 -0.80 1.80
H -0.61 -2.17 0.94
H 0.46 -1.86 -0.95
S -2.17 0.84 -0.46
S 1.63 -1.23 -0.51
```

Computed properties:
- LUMO level (eV) = 0.6850
- multiplicity = 1
- energy relative to the best compared isomer or geometry (same formula, charge and spin) (kJ/mol) = 614.97
- orbital gap (eV) = 9.5420

***

- Number 7 is which compound?
  C6H10S